Molecular formula: C7H12
Method: DFT, ωB97M-V/def2-TZVPD

Geometry as XYZ:
```
19
Properties=species:S:1:pos:R:3:forces:R:3
C -2.048630 0.561511 0.730571 -1.351 0.577 0.008
C -1.142379 -0.539405 0.297368 0.513 -0.623 0.516
C -1.563179 -1.810628 0.222711 0.305 0.784 0.455
C 0.470005 0.751490 -0.936875 0.731 1.766 0.601
C 0.288515 -0.180351 -0.017458 -1.187 -0.377 0.189
C 1.383974 -0.834433 0.729096 1.837 -1.047 0.516
C 1.784387 1.324386 -1.389477 0.094 0.106 -0.419
H -3.013991 0.565024 0.188012 0.419 0.054 -0.268
H -2.422981 0.463964 1.753581 0.496 -0.303 0.105
H -1.618564 1.558536 0.689471 0.096 -0.012 -0.251
H -0.843450 -2.612325 0.168639 -0.069 -0.202 -0.456
H -2.604240 -2.027409 0.419816 -0.014 -0.202 0.035
H -0.333860 1.446579 -1.175372 -0.452 -0.818 -0.301
H 2.395837 -0.651809 0.342287 -0.289 0.710 -0.147
H 1.427103 -0.570928 1.794574 -0.297 0.339 -0.223
H 1.468529 -1.926499 0.781827 -0.979 -0.259 -0.293
H 2.387640 0.541443 -1.842099 0.260 0.095 -0.214
H 1.574181 2.115601 -2.117938 0.170 -0.269 -0.199
H 2.411103 1.825254 -0.638734 -0.283 -0.318 0.347
```
Positions in Å, forces in eV/Å.

Computed properties:
LUMO level (spin up / spin down)   4.046 / 4.249 eV
F_max   2.176 eV/Å
Total charge   -1
Multiplicity   2
ΔE to the lowest compared entry with this formula, charge and spin   0.833 eV
Total energy   -273.8062 Ha